(1)
{
  "formula": "C14H16N4OS2",
  "method": "ωB97M-V with the def2-TZVPD basis set",
  "gap_ev": 8.43,
  "e_homo_ev": -8.1,
  "relative_energy_kcal_mol": 3.89,
  "smiles": "C/C(=N\\NC(=O)CSc1nc(C)cc(C)n1)c1cccs1",
  "species": ["C", "C", "N", "N", "C", "O", "C", "H", "H", "S", "C", "N", "C", "C", "C", "N", "C", "H", "H", "H", "H", "C", "H", "H", "H", "H", "C", "C", "C", "C", "S", "H", "H", "H", "H", "H", "H"],
  "xyz": [[-0.77120, -0.19214, 2.32036], [-1.00507, 0.69695, 1.12685], [-0.11949, 1.44593, 0.58449], [1.15447, 1.43771, 1.02421], [2.15401, 1.82829, 0.16311], [2.01399, 2.63413, -0.71898], [3.50389, 1.19638, 0.49386], [3.97252, 1.69926, 1.34047], [4.14593, 1.27772, -0.38177], [3.36092, -0.56076, 0.98589], [2.07159, -1.03961, -0.11288], [1.85515, -0.22394, -1.12327], [0.77803, -0.43962, -1.87158], [-0.04876, -1.52519, -1.60053], [0.30097, -2.36281, -0.54473], [1.36565, -2.10670, 0.21123], [-0.52340, -3.54854, -0.16913], [-0.64625, -4.20830, -1.02563], [-1.51220, -3.22264, 0.15152], [-0.04161, -4.08746, 0.64114], [-0.94007, -1.70610, -2.17892], [0.52083, 0.54644, -2.95376], [1.20250, 0.36638, -3.78403], [-0.50348, 0.47741, -3.30809], [0.72666, 1.54380, -2.56934], [1.41453, 0.78946, 1.76994], [-2.29305, 0.70360, 0.47821], [-2.67888, 1.47798, -0.58672], [-3.98552, 1.20291, -1.02528], [-4.58604, 0.21935, -0.30280], [-3.56646, -0.38819, 0.93578], [-5.56999, -0.19026, -0.41724], [-4.46278, 1.71206, -1.84353], [-2.02572, 2.21348, -1.01688], [-0.38639, 0.39208, 3.15695], [-1.69617, -0.66915, 2.63000], [-0.04607, -0.97251, 2.08012]],
  "nbo_charge": [-0.700, 0.201, -0.220, -0.486, 0.705, -0.577, -0.622, 0.248, 0.257, 0.258, 0.285, -0.522, 0.310, -0.330, 0.281, -0.509, -0.656, 0.228, 0.232, 0.237, 0.225, -0.662, 0.235, 0.215, 0.266, 0.380, -0.236, -0.224, -0.249, -0.413, 0.425, 0.237, 0.227, 0.247, 0.232, 0.231, 0.245]
}

(2)
{
  "formula": "C3H3NO3",
  "method": "ωB97M-V with the def2-TZVPD basis set",
  "gap_ev": 9.57,
  "e_homo_ev": -10.1,
  "relative_energy_kcal_mol": 95.84,
  "smiles": "O=C/C=N\\OC=O",
  "species": ["C", "C", "C", "H", "H", "H", "N", "O", "O", "O"],
  "xyz": [[2.04891, 0.22698, 0.85755], [-0.82416, -0.69283, -0.51141], [-1.88382, 0.42578, -0.42292], [2.49678, 1.08853, 1.33725], [-1.11591, -1.67963, -0.98856], [-1.52276, 1.22255, 0.20666], [0.37889, -0.68306, -0.18071], [2.56108, -0.84198, 0.42679], [0.77994, 0.51485, 0.30298], [-2.91895, 0.41881, -1.02765]],
  "nbo_charge": [0.597, -0.043, 0.380, 0.165, 0.211, 0.127, -0.070, -0.504, -0.398, -0.467]
}

(3)
{
  "formula": "C31H58ClF3O12",
  "method": "ωB97M-V with the def2-TZVPD basis set",
  "gap_ev": 9.17,
  "e_homo_ev": -8.6,
  "smiles": "O=C(COC(F)(F)F)OCCl.CC(C)=O.CC(C)=O.CC(C)=O.CC(C)=O.CC(C)=O.CC(C)=O.CC(C)=O.CC(C)=O.CC(C)=O",
  "species": ["O", "C", "C", "O", "C", "F", "F", "F", "O", "C", "Cl", "H", "H", "H", "H", "C", "C", "O", "C", "H", "H", "H", "H", "H", "H", "C", "C", "O", "C", "H", "H", "H", "H", "H", "H", "C", "C", "O", "C", "H", "H", "H", "H", "H", "H", "C", "C", "O", "C", "H", "H", "H", "H", "H", "H", "C", "C", "O", "C", "H", "H", "H", "H", "H", "H", "C", "C", "O", "C", "H", "H", "H", "H", "H", "H", "C", "C", "O", "C", "H", "H", "H", "H", "H", "H", "C", "C", "O", "C", "H", "H", "H", "H", "H", "H", "C", "C", "O", "C", "H", "H", "H", "H", "H", "H"],
  "xyz": [[-1.56186, -1.29470, 5.77406], [-2.09144, -0.73788, 4.85198], [-3.51756, -1.04330, 4.45788], [-4.05074, -0.21168, 3.43239], [-4.43663, 1.03152, 3.74603], [-3.94399, 1.90999, 2.88203], [-4.05935, 1.40820, 4.98266], [-5.77674, 1.14067, 3.69816], [-1.51918, 0.16772, 4.04818], [-0.39673, 0.87678, 4.56061], [0.71141, 1.20394, 3.22990], [-4.13018, -1.02602, 5.35851], [-3.55237, -2.05267, 4.04800], [-0.71549, 1.83368, 4.96164], [0.14428, 0.28889, 5.29424], [2.15912, -0.25806, -2.05789], [1.68351, 0.51503, -0.85331], [1.57531, -0.00031, 0.23623], [1.32970, 1.96337, -1.08261], [2.37266, -1.28534, -1.77173], [1.40459, -0.24904, -2.84500], [3.05848, 0.20092, -2.47209], [0.53118, 2.03495, -1.82222], [2.19272, 2.50929, -1.46841], [1.00351, 2.40957, -0.14496], [-0.91749, 5.72014, 7.24021], [-1.15854, 4.70583, 6.15486], [-0.30399, 3.92702, 5.79663], [-2.53584, 4.70282, 5.53334], [0.10160, 5.62969, 7.60856], [-1.08021, 6.72833, 6.85504], [-1.61550, 5.54787, 8.06103], [-2.74698, 5.67952, 5.09403], [-3.28932, 4.51837, 6.30165], [-2.59994, 3.93677, 4.76389], [4.48240, -2.90826, -5.27956], [3.01243, -2.79420, -4.96606], [2.46270, -1.72370, -4.85103], [2.25314, -4.08990, -4.79184], [4.92475, -1.92362, -5.38922], [4.98691, -3.45427, -4.47911], [4.63297, -3.46372, -6.20664], [2.69281, -4.67391, -3.98109], [2.32048, -4.68790, -5.70262], [1.21044, -3.88036, -4.56691], [-4.87253, -2.48412, 0.15506], [-5.20580, -2.97099, 1.54087], [-4.35292, -3.35386, 2.30828], [-6.66489, -2.94829, 1.93178], [-3.79970, -2.53914, -0.00981], [-5.38106, -3.09138, -0.59631], [-5.20792, -1.45216, 0.03517], [-7.24561, -3.56820, 1.24606], [-7.05093, -1.92940, 1.86457], [-6.78248, -3.31844, 2.94720], [-7.48416, -3.82115, -3.38376], [-6.10409, -4.31333, -3.75367], [-5.10586, -3.74472, -3.38077], [-6.03924, -5.55279, -4.61308], [-7.40500, -2.92768, -2.76918], [-8.05535, -3.59445, -4.28571], [-8.02545, -4.59697, -2.83893], [-6.56304, -5.38304, -5.55551], [-6.53260, -6.38501, -4.10767], [-5.00188, -5.80863, -4.81172], [-3.48480, 3.24176, 11.09052], [-3.76059, 4.63185, 10.57272], [-2.92260, 5.26333, 9.97170], [-5.13463, 5.19467, 10.84269], [-2.46991, 2.94713, 10.83675], [-3.61555, 3.21375, 12.17376], [-4.19249, 2.53358, 10.65567], [-5.31925, 5.23011, 11.91779], [-5.89578, 4.54994, 10.39956], [-5.21290, 6.19493, 10.42484], [-3.00060, 1.54464, -3.25051], [-2.09017, 2.71639, -3.52677], [-0.88721, 2.60362, -3.50646], [-2.75759, 4.03704, -3.82675], [-2.40856, 0.65571, -3.04885], [-3.63908, 1.76199, -2.39211], [-3.65065, 1.36491, -4.10878], [-3.38852, 4.33491, -2.98734], [-3.39954, 3.94094, -4.70429], [-2.00332, 4.79869, -4.00625], [8.22186, -0.09137, -5.71094], [7.50948, -0.41224, -6.99830], [6.67599, -1.28623, -7.07192], [7.89405, 0.41488, -8.20198], [7.86368, -0.74747, -4.92056], [9.29793, -0.22633, -5.83394], [8.04070, 0.94868, -5.43242], [8.96111, 0.30326, -8.40251], [7.70462, 1.47152, -8.00454], [7.32056, 0.09588, -9.06852], [12.03037, -3.54230, -4.93183], [11.57659, -2.18123, -4.46499], [11.22239, -1.32789, -5.24490], [11.58336, -1.93925, -2.97568], [11.98041, -3.59661, -6.01610], [13.05353, -3.72890, -4.60069], [11.39682, -4.31668, -4.49569], [12.59155, -2.07288, -2.57942], [10.93561, -2.66254, -2.47707], [11.23753, -0.93107, -2.76306]],
  "lowdin_charge": [0.135, -0.465, -0.038, 0.064, -0.719, 0.182, 0.157, 0.154, -0.041, -0.550, 0.652, 0.150, 0.128, 0.057, 0.086, -0.032, -0.500, 0.036, -0.017, 0.078, 0.079, 0.087, 0.052, 0.087, 0.075, -0.016, -0.488, 0.059, -0.013, 0.085, 0.088, 0.056, 0.086, 0.086, 0.068, -0.025, -0.497, 0.060, -0.026, 0.061, 0.087, 0.088, 0.083, 0.082, 0.080, -0.012, -0.495, 0.059, -0.020, 0.089, 0.070, 0.088, 0.082, 0.084, 0.081, -0.026, -0.507, 0.067, -0.025, 0.077, 0.084, 0.084, 0.085, 0.085, 0.082, -0.021, -0.496, 0.059, -0.023, 0.083, 0.086, 0.086, 0.085, 0.085, 0.081, -0.020, -0.495, 0.060, -0.024, 0.082, 0.084, 0.085, 0.085, 0.084, 0.081, -0.020, -0.494, 0.058, -0.023, 0.082, 0.058, 0.089, 0.085, 0.084, 0.079, -0.023, -0.495, 0.056, -0.021, 0.082, 0.085, 0.086, 0.085, 0.086, 0.082]
}

(4)
{
  "formula": "C8H8",
  "method": "ωB97M-V with the def2-TZVPD basis set",
  "gap_ev": 9.29,
  "e_homo_ev": -8.6,
  "relative_energy_kcal_mol": 113.68,
  "species": ["C", "C", "C", "C", "C", "C", "C", "C", "H", "H", "H", "H", "H", "H", "H", "H"],
  "xyz": [[-0.62383, 1.68661, 0.75778], [0.51839, 1.21685, 1.45254], [0.73808, -0.22837, 0.76563], [0.75970, 0.14183, -0.75004], [0.48175, -1.15981, -1.57252], [-0.44258, -1.66895, -0.72179], [-0.61659, -0.62432, 0.37584], [-0.66923, 0.72764, -0.29821], [-0.96977, 2.70032, 0.69825], [0.87439, 1.58519, 2.28138], [1.45583, -0.94858, 1.18115], [1.42364, 0.77389, -1.16135], [0.99400, -1.32075, -2.47895], [-0.80964, -2.73035, -0.59146], [-1.44594, -0.81370, 1.14241], [-1.66819, 0.66251, -1.08066]],
  "nbo_charge": [-0.235, -0.142, -0.239, -0.197, -0.216, -0.173, -0.255, -0.220, 0.226, 0.187, 0.219, 0.198, 0.224, 0.218, 0.206, 0.201]
}

(5)
{
  "formula": "C3H2O3S2",
  "method": "ωB97M-V with the def2-TZVPD basis set",
  "gap_ev": 8.25,
  "e_homo_ev": -9.5,
  "relative_energy_kcal_mol": 14.46,
  "smiles": "O=C(O)C(=O)C(=S)S",
  "species": ["C", "C", "C", "H", "H", "O", "O", "O", "S", "S"],
  "xyz": [[-1.34186, 0.32525, -0.44994], [-0.20800, -0.11136, 0.61866], [1.18306, 0.23479, 0.19911], [-2.49185, -0.75041, 0.53042], [3.13576, -0.51492, -0.87159], [-2.57738, -0.09276, -0.17235], [-0.97064, 1.07276, -1.36357], [-0.46421, -0.73143, 1.68532], [2.04396, -1.20778, -0.57477], [1.69116, 1.77589, 0.39871]],
  "nbo_charge": [0.699, 0.389, -0.342, 0.509, 0.152, -0.628, -0.523, -0.492, 0.084, 0.153]
}

(6)
{
  "formula": "C3H10S2Si",
  "method": "ωB97M-V with the def2-TZVPD basis set",
  "gap_ev": 9.79,
  "e_homo_ev": -9.0,
  "relative_energy_kcal_mol": 0.00,
  "smiles": "CS[SiH](C)SC",
  "species": ["C", "C", "C", "Si", "S", "S", "H", "H", "H", "H", "H", "H", "H", "H", "H", "H"],
  "xyz": [[0.00785, -1.11305, 1.04918], [2.90099, 0.46537, -0.85129], [-2.91245, 0.38369, 0.10602], [-0.03540, 0.34291, -0.21151], [1.70230, 1.47475, 0.13102], [-1.70112, 1.67171, -0.27948], [-0.55201, -0.91067, 2.03657], [-0.39822, -2.08283, 0.93652], [1.05660, -1.34228, 1.29834], [3.62828, 1.17464, -1.14808], [2.37776, 0.05377, -1.67531], [3.28857, -0.25165, -0.17547], [-2.57519, -0.30259, 0.84418], [-3.15370, -0.16812, -0.75692], [-3.77650, 0.80414, 0.38577], [0.14224, -0.19978, -1.68953]],
  "nbo_charge": [-1.133, -0.684, -0.713, 1.055, -0.226, -0.167, 0.247, 0.246, 0.250, 0.226, 0.223, 0.213, 0.214, 0.211, 0.221, -0.183]
}